26
Properties=species:S:1:pos:R:3:lowdin_charge:R:1 method="wB97M-V/def2-TZVPD" smiles="[H]/N=C(/C)[C@H](I)c1c(C)sc(C)c1N" energy_ha=-1156.04436 e_homo_ev=-7.720 gap_ev=8.01 de_lowest_kcal_mol=0.0 fmax_ev_per_a=5.287
I -2.86615 -0.68716 -0.95649 0.833
S 2.48528 -1.06728 -1.29912 1.032
N -0.82490 2.72194 0.85044 0.142
N -0.29169 -1.17243 1.49821 0.108
C 0.18143 -0.11797 -0.69852 -0.215
C -1.53386 1.70757 0.64657 -0.625
C -2.70916 1.43908 1.47300 -0.139
C -1.34602 0.84145 -0.52079 -0.524
C 1.06800 -0.16995 -1.72890 -0.576
C 1.88412 -1.52538 0.26202 -0.532
C 0.79036 0.54085 -3.08236 -0.079
C 0.56782 -0.98543 0.42060 -0.345
C 2.69620 -2.46434 1.13915 -0.116
H 0.01706 0.11660 -3.68862 0.059
H -1.38552 1.58951 -1.36666 0.084
H -0.87963 -0.43488 1.71111 0.009
H 0.53098 1.57405 -2.83035 0.064
H 3.75739 -2.13373 1.20798 0.075
H -2.70468 2.05283 2.45087 0.112
H -2.75033 0.30015 1.67060 0.048
H -3.58768 1.79254 0.84274 0.097
H 2.29902 -2.30751 2.23706 0.097
H 1.81620 0.44308 -3.64186 0.101
H -0.05341 2.98210 0.13322 0.106
H 0.25157 -1.51113 2.34108 0.118
H 2.58758 -3.52453 0.92904 0.065